Molecular formula: C41H37F5OP2Pb
Method: DFT, ωB97M-V with the def2-TZVPD basis set

Each line ends with the Mulliken charge.
Cartesian coordinates (Å):
Pb  0.1241  -0.3021  -0.0837  1.21
C  -2.1506  -0.0654  0.8859  -0.32
C  -2.2685  -0.3949  -0.5074  -0.65
C  -2.6566  0.5489  -1.5645  -0.81
C  -1.5078  1.3148  -2.2858  -0.33
C  -0.4083  1.7976  -1.4231  -0.50
C  -0.5565  2.2908  -0.1010  -0.37
C  -1.8155  2.4662  0.6104  -0.78
C  -2.3409  1.2735  1.4698  -0.64
C  2.2312  0.2836  -0.1621  -1.47
H  -2.0374  -0.9296  1.5948  0.77
H  -2.1761  -1.4889  -0.7630  0.61
H  -3.3812  1.2647  -1.1554  0.35
H  -3.1961  -0.0432  -2.3337  0.49
H  -1.0820  0.6508  -3.0717  -0.02
H  -1.9188  2.1868  -2.8176  0.42
H  0.6121  1.8800  -1.8862  0.66
H  0.3813  2.6930  0.3869  0.41
H  -2.5937  2.7568  -0.1075  0.33
H  -1.6933  3.3293  1.2974  0.47
H  -1.8264  1.3068  2.4511  0.21
H  -3.4103  1.3947  1.6883  0.55
H  2.5781  -0.1910  0.7524  0.49
H  2.3303  1.3505  -0.1904  0.40
H  2.4344  -0.2622  -1.0792  0.56
P  0.1482  -2.5130  -9.4426  -0.02
P  2.2425  0.5169  -9.7187  0.03
C  -0.2430  -0.8894  -10.0738  -0.30
C  0.5099  0.2744  -10.0482  -0.33
C  -0.8078  -3.6565  -10.5544  0.33
C  -1.9702  -3.2795  -11.2287  0.11
C  -2.6231  -4.2005  -12.0705  -0.67
C  -2.1242  -5.4940  -12.2295  -0.46
C  -0.9525  -5.8796  -11.5470  -0.52
C  -0.2920  -4.9687  -10.7260  -0.39
C  -0.9155  -2.5158  -7.9274  0.50
C  -0.5102  -1.6513  -6.8879  -0.86
C  -1.2365  -1.6039  -5.6982  0.08
C  -2.3615  -2.4315  -5.5233  -0.29
C  -2.7522  -3.2954  -6.5521  -0.68
C  -2.0355  -3.3392  -7.7547  -0.39
C  2.7289  1.3263  -11.3295  0.51
C  2.7210  0.4993  -12.4745  -0.47
C  3.0911  1.0159  -13.7148  -0.57
C  3.4970  2.3573  -13.8293  -0.47
C  3.5194  3.1730  -12.6941  -0.56
C  3.1362  2.6634  -11.4449  -0.24
C  2.2911  1.9655  -8.5689  0.44
C  3.3963  2.0414  -7.6828  -0.47
C  3.4922  3.0937  -6.7765  -0.53
C  2.4800  4.0730  -6.7216  -0.53
C  1.3881  3.9878  -7.5865  -0.65
C  1.2907  2.9356  -8.5174  0.02
H  -1.2947  -0.7827  -10.4274  0.25
H  -0.0123  1.1998  -10.4056  0.44
H  -2.3798  -2.2812  -11.1089  0.16
H  -3.5288  -3.8941  -12.6050  0.38
H  -2.6304  -6.2083  -12.8860  0.37
H  -0.5578  -6.8884  -11.6698  0.39
H  0.6304  -5.2538  -10.2075  0.35
H  0.3741  -1.0204  -7.0152  0.35
H  -0.9242  -0.9311  -4.8965  0.16
H  -2.9248  -2.3990  -4.5826  0.28
H  -3.6185  -3.9454  -6.4199  0.36
H  -2.3550  -4.0098  -8.5520  0.33
H  2.4224  -0.5482  -12.3853  0.35
H  3.0748  0.3752  -14.5968  0.36
H  3.7966  2.7588  -14.8032  0.36
H  3.8408  4.2130  -12.7719  0.36
H  3.1490  3.3122  -10.5678  0.28
H  4.1683  1.2647  -7.7194  0.37
H  4.3460  3.1547  -6.1014  0.41
H  2.5525  4.8891  -5.9962  0.40
H  0.5954  4.7428  -7.5417  0.40
H  0.4388  2.8878  -9.1903  0.24
F  0.3050  -1.0466  7.0553  -0.19
C  0.3349  -0.6404  5.7810  0.42
C  0.5113  0.7172  5.4976  0.45
F  0.6457  1.6062  6.4939  -0.22
C  0.5402  1.1497  4.2142  0.49
F  0.6941  2.4418  3.8898  -0.24
C  0.4018  0.2304  3.1643  0.01
O  0.4374  0.7550  2.0237  -0.59
C  0.2213  -1.1401  3.4486  0.15
F  0.0842  -2.0553  2.4097  -0.28
C  0.1945  -1.5656  4.7517  0.20
F  0.0273  -2.8665  5.0341  -0.22

Total charge   +2
Kohn-Sham gap (alpha / beta)   2.2 / 0.8 eV
Max |F|   3.755 eV/A
E   -82553.91302 eV

Molecular formula: C13H13F4N4O13S4V
Method: DFT, ωB97M-V with the def2-TZVPD basis set

Each line ends with the Löwdin spin population.
Cartesian coordinates (Å):
V  -0.4944  0.6202  -0.4223  1.97
N  0.9466  -0.6399  -0.0728  0.01
S  2.0054  -1.1103  0.9943  0.00
O  3.2303  -0.3707  1.0330  0.00
O  1.9064  -2.4805  1.4095  0.00
F  1.1564  -0.3697  2.1887  0.00
S  1.5544  -1.7267  -1.2809  0.00
O  1.1508  -3.0968  -1.2702  0.01
O  2.7915  -1.3094  -1.8678  0.00
F  0.4841  -1.1217  -2.3518  0.01
N  -0.7866  1.6146  -2.0992  0.01
S  -2.0346  2.1480  -3.1782  0.00
O  -2.2076  1.3255  -4.3567  0.01
O  -2.3891  3.5312  -3.2222  0.00
F  -3.1776  1.5272  -2.2392  0.00
S  0.3322  2.2828  -3.0073  0.00
O  0.6283  3.6761  -2.8580  0.00
O  0.4682  1.6421  -4.2799  0.00
F  1.4705  1.5337  -2.1761  0.01
C  -2.5428  1.1384  2.2385  -0.01
O  -1.5848  1.1827  1.2043  -0.06
H  -3.5183  1.1220  1.7460  0.00
H  -2.4694  2.0343  2.8552  0.00
H  -2.3932  0.2110  2.7931  0.00
C  -2.2881  -5.5311  -2.7959  0.00
C  -2.8123  -4.3049  -3.2016  0.00
C  -2.7063  -3.2362  -2.3159  0.00
C  -2.0561  -3.3938  -1.0866  0.00
C  -1.6019  -4.6333  -0.6801  0.00
C  -1.7046  -5.7194  -1.5378  0.00
N  -1.8280  -2.3118  -0.1277  0.00
O  -1.8026  -1.1600  -0.6084  0.01
O  -1.7575  -2.5136  1.0438  0.01
H  -2.2833  -6.3496  -3.5043  0.00
H  -3.0973  -4.0833  -4.2187  0.00
H  -2.9526  -2.2151  -2.5791  0.00
H  -1.1266  -4.8420  0.2682  0.00
H  -1.3055  -6.6676  -1.2118  0.00
C  2.7822  3.5901  4.7257  0.00
C  3.8212  3.7838  3.8088  0.00
C  3.5882  3.3638  2.5086  0.00
C  2.3628  2.9258  2.0670  0.00
C  1.2851  2.8449  2.9691  0.00
C  1.5604  3.0503  4.3038  0.00
N  2.1937  2.5221  0.6700  0.00
O  1.1003  2.0772  0.3445  0.00
O  3.1347  2.6399  -0.0560  0.01
H  2.7721  3.7881  5.7897  0.00
H  4.7846  4.1199  4.1594  0.00
H  4.4190  3.3032  1.8173  0.00
H  0.2761  2.5742  2.6892  0.00
H  0.7157  3.0145  4.9787  0.00

Total charge   0
Kohn-Sham gap (alpha / beta)   7.9 / 8.5 eV
Spin multiplicity   3
Max |F|   8.108 eV/A
⟨S²⟩   2.038
E   -126158.28029 eV

Molecular formula: C3H6O2S
Method: DFT, ωB97M-V with the def2-TZVPD basis set

Each line ends with the Mulliken charge.
Cartesian coordinates (Å):
C  -0.7468  -1.2889  -0.0267  -1.13
C  0.0179  0.0102  0.2168  0.47
C  -0.6529  1.2978  -0.0182  -1.25
S  1.7189  0.0299  -0.1891  0.81
O  2.4400  1.2204  0.0208  -0.51
O  2.4916  -1.1800  0.0554  -0.53
H  -1.3578  -1.3543  -0.8329  0.36
H  -0.0040  -2.0269  -0.2020  0.36
H  -1.4272  -1.2949  0.9410  0.27
H  -1.3363  1.3206  0.7264  0.40
H  -1.2648  1.2942  -0.8826  0.32
H  0.1216  1.9719  0.1911  0.43

Total charge   0
Kohn-Sham gap   8.3 eV
Max |F|   4.821 eV/A
SMILES   CC(C)=S(=O)=O
E   -18135.11321 eV

Molecular formula: C16H10ClN2OSeV
Method: DFT, ωB97M-V with the def2-TZVPD basis set

Each line ends with the Löwdin spin population.
Cartesian coordinates (Å):
V  1.3562  -1.0248  -0.4747  1.96
Cl  2.8702  3.9694  4.4308  0.00
C  2.6615  2.5345  3.4365  0.00
C  3.5927  1.4983  3.5134  0.02
C  3.4182  0.3688  2.7487  0.00
C  2.3228  0.2334  1.8804  0.03
O  2.1691  -0.8882  1.1997  0.04
C  1.4106  1.3060  1.7858  0.01
C  0.2547  1.2869  0.9033  0.09
N  0.0456  0.3702  0.0287  0.00
C  -1.1373  0.2904  -0.7463  0.06
C  -2.1087  1.2835  -0.9080  0.10
C  -3.2367  1.0157  -1.6647  0.03
C  -3.4305  -0.2278  -2.2599  0.10
C  -2.4630  -1.2419  -2.1387  0.01
C  -2.5715  -2.5370  -2.6979  0.23
C  -1.5325  -3.4595  -2.5175  0.05
C  -0.4112  -3.1092  -1.8201  0.17
N  -0.2566  -1.8665  -1.2547  0.14
C  -1.2809  -0.9498  -1.3951  0.01
C  1.5917  2.4386  2.5881  0.02
H  4.4440  1.5929  4.1756  0.00
H  4.1262  -0.4483  2.7902  0.00
H  -0.4706  2.0899  1.0148  0.01
H  -1.9834  2.2596  -0.4562  0.01
H  -3.9822  1.7916  -1.7930  0.00
H  -4.3273  -0.4246  -2.8367  0.00
H  -3.4564  -2.7987  -3.2669  0.01
H  -1.5939  -4.4535  -2.9422  0.00
H  0.4230  -3.7838  -1.7159  0.01
H  0.8783  3.2533  2.5261  0.00
Se  2.6780  -0.3695  -2.1334  -0.10

Total charge   -1
Kohn-Sham gap (alpha / beta)   5.0 / 6.4 eV
Spin multiplicity   4
Max |F|   1.483 eV/A
⟨S²⟩   3.828
E   -125341.69722 eV

Molecular formula: C3H9N2
Method: DFT, ωB97M-V with the def2-TZVPD basis set

Each line ends with the Mulliken charge.
Cartesian coordinates (Å):
C  -1.5202  -0.4947  -1.8404  -1.16
C  -1.0762  -0.6851  -0.3804  -0.18
N  -0.0039  0.2773  0.0505  -0.24
C  0.8730  0.0368  1.0106  0.15
N  1.8432  0.8495  1.3363  -0.30
H  -2.5196  -0.8324  -1.9425  0.35
H  -0.9084  -1.0737  -2.6029  0.30
H  -1.4051  0.5073  -2.1257  0.36
H  -0.7427  -1.7805  -0.0862  0.30
H  -2.0174  -0.4686  0.2314  0.26
H  -0.0852  1.2426  -0.3731  0.28
H  0.7224  -0.7769  1.5747  0.38
H  2.2636  1.4822  0.6633  0.26
H  2.1579  0.6713  2.2144  0.24

Total charge   +1
Kohn-Sham gap   11.2 eV
Max |F|   4.963 eV/A
SMILES   CC/[NH+]=C/N
E   -6230.18939 eV